# C18H93FIO39PS3Si

A structure of composition C18H93FIO39PS3Si at a distorted geometry (ωB97M-V/def2-TZVPD, the Open Molecules 2025 dataset).

```
! wB97M-V def2-TZVPD RIJCOSX def2/J DEFGRID3
* xyz 0 1
C 1.146 -1.206 3.221
C -0.057 -1.088 2.242
I -1.358 -2.762 2.684
C 0.429 -1.199 0.794
C -0.432 -0.389 -0.228
C -1.284 -1.578 -0.758
P -2.908 -1.538 -1.504
O -3.207 -0.783 -2.725
O -3.152 -3.105 -1.857
O -4.059 -1.311 -0.439
O -1.428 0.457 0.403
C -1.583 1.795 -0.140
C -1.287 2.702 1.066
C -1.950 4.086 1.016
F -1.013 5.060 1.368
C -3.098 1.862 -0.414
S -4.229 1.670 0.964
O -3.865 0.701 1.940
O -5.520 1.369 0.367
C -0.621 1.871 -1.401
C 0.042 3.264 -1.271
C 0.855 3.739 -2.488
O 1.808 4.681 -2.006
C -1.323 1.913 -2.776
S -2.447 3.266 -3.174
O -2.007 3.916 -4.375
O -3.746 2.691 -3.379
C 0.285 0.639 -1.159
C 1.719 1.112 -0.778
S 2.116 1.602 0.898
O 2.476 2.979 1.003
O 3.182 0.732 1.303
Si 0.864 -0.392 -2.740
C 2.123 0.557 -3.790
C 1.754 -1.989 -2.226
C -0.462 -0.967 -3.922
H 1.970 -1.734 2.769
H 0.854 -1.771 4.095
H 1.455 -0.235 3.571
H -0.545 -0.160 2.491
H 0.391 -2.246 0.542
H 1.490 -0.985 0.753
H -0.719 -2.342 -1.274
H -1.558 -2.101 0.165
H -3.251 -3.502 -0.971
H -4.779 -0.855 -0.911
H -1.637 2.232 1.975
H -0.246 2.929 1.249
H -2.744 4.192 1.743
H -2.278 4.360 0.021
H -3.407 1.150 -1.164
H -3.379 2.822 -0.833
H -4.425 2.839 1.632
H 0.737 3.382 -0.451
H -0.678 4.053 -1.122
H 0.236 4.257 -3.211
H 1.391 2.922 -2.954
H 1.527 5.556 -2.296
H -1.955 1.027 -2.853
H -0.645 1.866 -3.616
H -2.603 4.179 -2.181
H 2.406 0.292 -0.952
H 2.078 1.902 -1.419
H 1.086 1.351 1.749
H 1.680 1.392 -4.321
H 3.006 0.886 -3.251
H 2.458 -0.134 -4.555
H 2.258 -1.925 -1.267
H 1.114 -2.856 -2.314
H 2.536 -2.135 -2.960
H -1.068 -0.217 -4.395
H -1.029 -1.775 -3.481
H 0.079 -1.443 -4.737
O 4.181 -1.963 0.707
H 4.950 -2.040 1.290
H 4.156 -1.028 0.470
O -0.757 7.855 1.288
H -0.762 6.915 1.071
H -1.606 8.174 0.955
O -1.121 0.492 -6.624
H -0.692 1.045 -7.287
H -2.046 0.484 -6.892
O -7.162 3.570 -1.314
H -6.999 2.793 -0.762
H -6.354 3.657 -1.830
O 5.899 -3.680 2.953
H 5.738 -4.466 2.418
H 5.292 -3.781 3.697
O -1.225 3.349 -7.470
H -1.515 3.950 -8.162
H -1.462 3.791 -6.644
O -3.681 6.905 1.050
H -3.555 6.840 2.003
H -4.520 7.382 0.947
O -1.387 6.082 -1.919
H -1.683 6.597 -2.679
H -1.599 6.638 -1.158
O -6.265 7.824 0.176
H -7.014 7.741 0.777
H -6.649 7.715 -0.700
O 3.472 -4.813 -0.374
H 3.763 -3.951 -0.046
H 3.625 -5.416 0.361
O 2.798 -0.677 5.937
H 3.427 -0.638 6.665
H 2.726 0.235 5.638
O -2.848 -6.276 -1.262
H -2.693 -5.358 -1.508
H -3.725 -6.471 -1.612
O 5.681 -6.956 2.259
H 5.576 -7.748 2.797
H 6.506 -7.101 1.784
O 7.886 -1.808 1.942
H 7.750 -2.607 2.467
H 8.713 -1.948 1.472
O -0.883 -5.925 1.947
H -1.714 -6.152 2.374
H -1.135 -5.772 1.033
O 0.551 10.729 1.717
H 0.556 9.811 1.417
H -0.117 10.736 2.410
O 3.184 -4.854 4.313
H 3.026 -5.638 3.775
H 2.578 -4.953 5.055
O 4.950 -6.419 6.264
H 5.664 -6.145 6.859
H 4.643 -5.598 5.862
O 7.522 -5.829 7.372
H 8.177 -6.491 7.618
H 7.989 -4.992 7.472
O -2.716 10.421 1.131
H -2.509 11.288 0.766
H -3.584 10.210 0.771
O 2.037 -3.877 -4.949
H 2.283 -4.684 -4.484
H 2.783 -3.704 -5.532
O -1.394 -9.276 2.091
H -1.190 -8.336 2.007
H -2.192 -9.384 1.564
O -3.039 -7.053 0.767
H -3.055 -6.586 -0.084
H -3.837 -6.747 1.213
O -5.853 0.698 -4.720
H -5.769 -0.015 -4.080
H -5.299 1.400 -4.360
O 10.030 -4.989 5.909
H 10.614 -5.390 5.253
H 9.176 -4.952 5.467
O -9.936 3.372 -2.200
H -9.242 3.487 -1.537
H -9.986 4.228 -2.634
O -5.828 -3.692 0.115
H -5.674 -2.758 -0.074
H -6.723 -3.856 -0.198
O 10.656 -5.280 3.099
H 11.140 -4.733 2.472
H 9.731 -5.142 2.869
*
```

As for the LUMO energy: -0.579 eV. For the energy above the lowest of the compared OMol25 structures with the same formula, charge and spin, the calculation gives 0.000 eV. The frontier orbital gap comes out at 0.319 hartree.

Results of the Löwdin charge analysis, in e, for atoms 1 through 6:
1 C -0.16
2 C -0.67
3 I 1.04
4 C -0.20
5 C -0.34
6 C -0.18